Entry from OMol25: the ion C5H13N with charge -1 (ωB97M-V/def2-TZVPD).

Geometry as ORCA input:
```
! RIJCOSX wB97M-V def2-TZVPD def2/J DEFGRID3
* xyz -1 2
C 1.62 -0.51 -0.21
C 2.06 0.91 0.13
C 0.17 -0.63 -0.71
N -0.76 0.23 0.02
C -0.92 -0.20 1.41
C -2.07 0.20 -0.65
H 2.30 -0.93 -0.96
H 1.80 -1.16 0.65
H 3.07 0.91 0.54
H 1.40 1.36 0.86
H 2.01 1.55 -0.76
H 0.15 -0.28 -1.73
H -0.14 -1.67 -0.60
H -1.29 0.63 2.02
H -1.64 -1.03 1.51
H 0.01 -0.56 1.81
H -2.78 0.72 -0.04
H -2.39 -0.83 -0.83
H -2.01 0.79 -1.56
*
```

Output
relative energy (zero: lowest compared OMol25 entry of this formula, charge and spin)	13.5	kcal/mol
expectation value of S²	0.75
LUMO (alpha / beta)	4.2 / 4.3	eV
frontier orbital gap (alpha / beta)	0.09881 / 0.33639	hartree
DFT total energy	-252.9800	a.u.
HOMO level (alpha / beta)	1.53 / -4.84	eV